Record 1
Below is FNO4S as an isolated structure, with properties calculated with ωB97M-V with the def2-TZVPD basis set.

```
7
Properties=species:S:1:pos:R:3:nbo_charge:R:1
N -1.18281 0.25505 -0.03637 0.83
O -0.35622 0.42860 -0.81539 -0.27
O -1.69626 0.79950 0.82571 -0.16
O 2.30859 0.78106 -0.52789 -0.83
O 1.04797 -0.57529 1.08388 -0.87
F -1.82408 -1.24481 -0.26673 -0.39
S 1.70281 -0.44411 -0.26321 1.68
```

The energy above the lowest of the compared OMol25 structures with the same formula, charge and spin is 49.6 kcal/mol. The maximum force is 5.80 eV/A. The highest occupied orbital energy is -11.9 eV. As for the multiplicity: 1. The calculation puts the total energy at -23227.0743 eV.


Record 2
Below is FSn as an isolated structure, with properties calculated with ωB97M-V with the def2-TZVPD basis set.

```
2
Properties=species:S:1:pos:R:3:nbo_charge:R:1
Sn 0.66031 -0.10651 -1.18805 1.71
F -0.66031 0.10651 1.18805 -0.71
```

The energy above the lowest of the compared OMol25 structures with the same formula, charge and spin is 0.0 kcal/mol. The maximum force is 4.22 eV/A. The highest occupied orbital energy is -16.1 eV. The total charge is +1. As for the multiplicity: 1. The calculation puts the total energy at -8537.6948 eV.


Record 3
Below is FeH16O8 as an isolated structure, with properties calculated with ωB97M-V with the def2-TZVPD basis set.

```
25
Properties=species:S:1:pos:R:3:nbo_charge:R:1
Fe -22.93702 -25.07056 6.00587 2.07
O -20.92386 -24.66150 5.85357 -0.96
H -20.24316 -24.47339 6.52127 0.55
H -20.46094 -24.79328 5.00771 0.55
O -23.03465 -23.00043 6.30142 -0.97
H -22.32569 -22.45987 6.69479 0.55
H -23.67417 -22.37063 5.92373 0.55
O -22.38888 -23.77114 3.72173 -1.00
H -22.39545 -23.88742 2.75735 0.53
H -21.91621 -22.93546 3.84709 0.52
O -24.04032 -26.62634 6.71883 -0.95
H -24.69019 -27.08866 6.15995 0.55
H -24.05632 -27.07282 7.58405 0.56
O -21.21121 -27.23696 6.80887 -1.00
H -20.67988 -27.91526 6.36300 0.52
H -20.98232 -27.36698 7.73977 0.51
O -22.64067 -26.41968 4.38914 -0.97
H -22.46802 -27.37077 4.50184 0.55
H -22.77214 -26.27747 3.43800 0.55
O -22.53694 -24.84674 8.06209 -0.97
H -22.05231 -25.29787 8.77556 0.56
H -22.96949 -24.08262 8.48610 0.55
O -24.76099 -24.61502 5.17117 -0.97
H -25.46700 -24.06508 5.55944 0.56
H -25.03663 -24.78782 4.25288 0.56
```

The energy above the lowest of the compared OMol25 structures with the same formula, charge and spin is 1.9 kcal/mol. The maximum force is 1.17 eV/A. The highest occupied orbital energy (spin up / spin down) is -22.7 / -22.7 eV. The total charge is +3. As for the multiplicity: 6. The calculation puts the total energy at -50997.7340 eV. As for the expectation value of S²: 8.75.


Record 4
Below is FeH47O24 as an isolated structure, with properties calculated with ωB97M-V with the def2-TZVPD basis set.

```
72
Properties=species:S:1:pos:R:3:mulliken_charge:R:1
Fe 1.03209 -1.94911 1.72734 0.35
O 0.26754 -0.70876 0.57508 0.58
H -0.00579 -0.11975 -0.15492 -0.26
O -3.23725 -1.68139 2.52240 -0.74
H -3.11129 -0.73455 2.58459 0.31
H -4.14546 -1.78452 2.23826 0.28
O -3.04819 0.86185 3.20413 -0.74
H -2.69083 1.22975 2.39593 0.37
H -3.94470 1.19493 3.24358 0.34
O 1.68536 -3.32198 3.18853 -0.29
H 1.81047 -3.32833 4.13750 0.27
H 1.95143 -4.19682 2.90553 0.28
O 2.54432 2.89637 -2.81709 -0.60
H 1.65876 2.96319 -3.17422 0.32
H 2.98421 3.69234 -3.11570 0.28
O 0.04535 -3.20917 -1.91074 -0.58
H 0.23666 -2.97950 -2.82008 0.27
H -0.63863 -3.87612 -1.97046 0.29
O 2.93120 -1.43518 1.47249 -0.20
H 3.62920 -1.82725 0.94778 0.21
H 3.37533 -0.78162 2.01272 0.40
O -0.77859 -0.09447 -2.68112 -0.55
H -0.44568 -0.81905 -3.21064 0.19
H -0.73067 -0.41391 -1.78007 0.31
O 4.54193 1.47699 -0.25992 -0.59
H 4.45176 2.32634 -0.69201 0.26
H 3.96888 0.89297 -0.75667 0.45
O 1.20619 -3.41124 0.39016 -0.28
H 0.75293 -3.36442 -0.45163 0.35
H 1.83544 -4.12476 0.28452 0.29
O -0.67442 4.91194 -0.22143 -0.63
H -0.31184 5.57328 -0.81084 0.33
H -0.16297 4.12324 -0.40201 0.42
O 1.72045 1.97424 2.13321 -0.57
H 1.25576 2.72269 2.50752 0.27
H 2.59873 2.02391 2.51054 0.23
O -3.97798 -1.37766 -0.97112 -0.55
H -4.02363 -1.23317 -1.91625 0.25
H -3.95858 -0.49788 -0.59450 0.32
O -4.20339 1.32660 -0.28327 -0.70
H -3.42259 1.66230 0.15706 0.42
H -4.57396 2.08850 -0.72872 0.29
O -1.58598 1.28796 1.09490 -0.36
H -0.95383 0.57912 0.97598 0.17
H -1.48945 1.82955 0.31157 0.17
O 0.94574 2.80949 -0.38838 -0.41
H 1.24152 2.19822 0.28624 0.23
H 1.71381 2.94434 -0.94347 0.19
O -0.78175 -2.72419 2.24902 -0.23
H -0.87347 -3.56719 2.69304 0.34
H -1.65013 -2.32592 2.30842 0.33
O 0.52004 -2.18276 -4.61311 -0.60
H 1.29096 -2.74898 -4.64925 0.29
H 0.21991 -2.12780 -5.52038 0.27
O -3.69568 -3.95849 -0.31874 -0.60
H -3.67871 -4.36264 0.54879 0.29
H -3.97330 -3.05665 -0.15798 0.33
O -0.13329 3.70999 -3.32070 -0.63
H -0.73003 3.35234 -2.66326 0.35
H -0.70684 4.12523 -3.96481 0.29
O -2.00049 2.20913 -1.69121 -0.51
H -2.92083 2.46224 -1.76282 0.17
H -1.96336 1.32999 -2.06801 0.38
O 4.48374 0.36085 2.46769 -0.62
H 5.16132 0.63143 3.08730 0.27
H 4.89012 0.46452 1.60726 0.30
O 0.74619 -0.52191 3.14038 -0.36
H 0.72254 0.37893 2.81762 0.26
H 0.25956 -0.49452 3.96420 0.32
O 2.51791 0.10943 -1.48810 -0.69
H 2.36579 0.93292 -1.95174 0.29
H 1.66046 -0.31544 -1.46593 0.13
```

The energy above the lowest of the compared OMol25 structures with the same formula, charge and spin is 5.3 kcal/mol. The maximum force is 2.63 eV/A. The highest occupied orbital energy (spin up / spin down) is -14.5 / -14.5 eV. The total charge is +2. As for the multiplicity: 6. The calculation puts the total energy at -84279.5256 eV. As for the expectation value of S²: 8.76.